Below is a cluster of 9 separate species, C22H53N5O11 in total at a distorted geometry, with properties calculated with the ωB97M-V functional and the def2-TZVPD basis.

* relative energy (zero: lowest compared OMol25 entry of this formula, charge and spin): 15.3 kcal/mol
* HOMO energy: -8.931 eV
* lowest unoccupied orbital energy: 0.3 eV
* gap between HOMO and LUMO: 9.18 eV
* electronic energy: -53642.814 eV
* SMILES: C[C@H]1COC(=O)O1.CN(C)C=O.CN(C)C=O.CN(C)C=O.CN(C)C=O.CN(C)C=O.CO.CO.CO

Positions of all 91 atoms, in Å:
C 1.06 -1.10 1.16
C 0.18 -1.80 0.14
C -1.29 -1.54 0.47
O -1.64 -0.52 -0.41
C -0.73 -0.42 -1.32
O -0.71 0.32 -2.26
O 0.32 -1.24 -1.12
H 0.91 -1.30 2.22
H 1.23 -0.03 1.05
H 2.07 -1.48 1.01
H 0.34 -2.88 0.08
H -1.34 -1.07 1.45
H -1.95 -2.41 0.53
C -1.67 0.57 -7.45
N -1.22 1.72 -6.68
C -0.56 1.49 -5.42
C -1.56 2.94 -7.15
O -1.33 3.95 -6.55
H -1.37 0.72 -8.49
H -2.75 0.41 -7.47
H -1.25 -0.39 -7.15
H -1.33 0.95 -4.85
H 0.38 0.95 -5.51
H -0.35 2.47 -5.01
H -2.03 2.83 -8.14
C -1.74 -6.36 3.93
N -0.87 -5.54 3.07
C 0.19 -4.72 3.67
C -1.13 -5.55 1.75
O -0.32 -5.16 0.95
H -2.10 -5.90 4.85
H -1.33 -7.35 4.14
H -2.67 -6.57 3.40
H 0.57 -4.01 2.94
H -0.12 -4.09 4.50
H 1.12 -5.21 3.97
H -2.08 -6.04 1.46
C 0.51 5.22 -2.36
N 1.57 4.36 -2.65
C 1.20 2.89 -2.57
C 2.79 4.83 -2.92
O 3.83 4.18 -3.00
H 0.17 4.93 -1.37
H -0.33 5.12 -3.04
H 0.72 6.29 -2.35
H 1.31 2.39 -1.60
H 0.14 2.72 -2.80
H 1.95 2.31 -3.11
H 2.79 5.93 -2.95
C 3.22 1.60 1.38
N 4.23 2.43 0.63
C 3.94 3.95 0.71
C 5.32 1.86 0.02
O 5.50 0.65 0.13
H 2.22 2.01 1.52
H 3.66 1.36 2.35
H 3.20 0.64 0.87
H 2.97 4.26 0.31
H 4.10 4.09 1.78
H 4.75 4.44 0.16
H 5.92 2.57 -0.58
C -1.54 2.79 -0.16
N -1.87 2.20 1.06
C -3.32 2.16 1.38
C -0.89 2.00 1.97
O -0.87 1.77 3.19
H -0.47 2.71 -0.37
H -1.65 3.87 -0.19
H -2.04 2.12 -0.87
H -3.91 1.76 0.56
H -3.67 1.77 2.33
H -3.55 3.23 1.40
H 0.06 2.27 1.46
C -4.50 -0.65 2.95
O -5.95 -0.45 2.74
H -3.98 -0.80 2.01
H -4.02 0.19 3.46
H -4.38 -1.57 3.51
H -6.42 -1.26 2.52
C -0.46 -1.20 5.04
O -1.11 -1.12 3.77
H -0.09 -2.18 5.33
H 0.40 -0.53 5.05
H -1.22 -0.90 5.76
H -1.27 -0.21 3.50
C 3.28 -6.19 0.33
O 2.65 -4.95 0.63
H 3.41 -5.99 -0.74
H 4.28 -6.33 0.74
H 2.72 -7.11 0.45
H 1.74 -5.07 0.90

These are the Löwdin partial charges, in e, on atoms 1 to 2: -0.0020 -0.3027